(1)
The following is a DFT calculation (ωB97M-V with the def2-TZVPD basis set) of a 10-piece molecular cluster, C40H72BBr2N9O13 overall.

As for the gap between HOMO and LUMO: 7.90 eV. The total charge is 0. The calculated total energy comes out at -223440.562 eV. The LUMO energy comes out at -1.0 eV. As for the structure (SMILES): C/C(Br)=C(/Br)C1=C(B(O)O)C(=O)c2ccccc2C1=O.CN(C)C=O.CN(C)C=O.CN(C)C=O.CN(C)C=O.CN(C)C=O.CN(C)C=O.CN(C)C=O.CN(C)C=O.CN(C)C=O. For the largest force on an atom, the calculation gives 0.856 eV/A.

Geometry as XYZ:
```
137
Properties=species:S:1:pos:R:3:forces:R:3:mulliken_charge:R:1
C -0.641323 4.346892 2.095685 0.056 0.367 -0.030 -0.9320
C -1.657902 3.253673 2.108958 -0.412 -0.007 0.085 0.3250
Br -3.420257 3.865656 2.472199 0.320 -0.304 -0.154 -0.1751
C -1.391411 1.962890 1.925769 -0.415 0.356 0.075 -0.9353
Br -2.752788 0.653480 2.010893 0.485 -0.181 -0.096 -0.0245
C 0.016792 1.591370 1.668882 -0.375 -0.181 0.129 0.9924
C 0.797368 0.952445 2.544293 0.063 0.172 0.207 0.6821
B 0.305567 0.449547 3.970056 -0.056 -0.272 -0.166 1.0033
O 0.267246 -0.879273 4.253266 0.306 0.087 0.191 -0.6384
O -0.088016 1.335011 4.925969 0.201 -0.075 0.127 -0.5746
C 2.210832 0.723903 2.133365 -0.295 0.181 -0.260 -0.0592
O 2.799598 -0.287187 2.434541 0.338 -0.430 0.395 -0.6791
C 2.807609 1.811998 1.326979 0.512 0.247 -0.056 0.9836
C 4.135348 2.191023 1.464970 -0.083 0.216 -0.371 -0.9278
C 4.611217 3.263723 0.708906 -0.101 0.058 0.051 -0.7051
C 3.784876 3.951119 -0.172776 -0.410 -0.303 0.108 -0.9534
C 2.458650 3.551330 -0.327279 0.056 -0.253 0.157 -0.8746
C 1.985399 2.487959 0.425080 0.144 -0.014 0.049 0.8652
C 0.579746 2.027043 0.348354 0.472 -0.019 0.342 -0.0732
O -0.058315 1.986531 -0.666979 -0.546 0.230 -0.618 -0.7167
H -0.088741 4.404206 3.032686 0.029 -0.119 0.143 0.2646
H 0.078031 4.259907 1.286268 0.064 -0.107 -0.106 -0.0532
H -1.133762 5.303952 1.971899 -0.023 0.125 -0.059 0.3769
H 0.917429 -1.347372 3.715697 -0.235 -0.150 -0.176 0.3486
H 0.291129 2.205972 4.782361 -0.372 0.180 -0.092 0.3088
H 4.782171 1.679586 2.160348 0.037 -0.123 0.054 0.5330
H 5.634823 3.585248 0.826552 0.117 -0.010 0.028 0.4045
H 4.131173 4.793996 -0.746756 0.193 0.042 -0.064 0.4804
H 1.778088 4.061349 -0.991415 0.055 0.137 -0.164 0.7681
C -4.282214 6.345668 5.892420 -0.030 0.065 -0.082 0.0878
O -3.182773 6.322989 5.369123 0.013 -0.029 -0.026 -0.5801
N -4.938791 5.266123 6.351427 -0.091 0.019 0.132 0.1810
C -6.254361 5.362903 6.951116 0.125 -0.156 -0.051 -0.9596
C -4.308009 3.959524 6.230941 0.061 0.241 -0.059 -0.6840
H -4.848331 7.283880 6.028179 -0.013 -0.013 0.018 0.2935
H -6.228653 4.991086 7.977624 -0.067 0.025 0.011 0.3558
H -6.972323 4.773262 6.378159 -0.055 0.038 0.030 0.3416
H -6.582715 6.400040 6.961704 0.017 0.019 -0.018 0.3055
H -3.360554 3.947431 6.770799 0.000 -0.048 -0.004 0.2792
H -4.105780 3.759848 5.181910 0.058 -0.175 0.016 0.0326
H -4.968360 3.196458 6.634024 -0.040 0.025 0.001 0.3792
C 0.918307 -3.840249 -0.262451 0.113 -0.017 0.001 -0.0866
O 0.829106 -4.973214 -0.719635 -0.100 0.027 0.074 -0.7119
N 0.376602 -2.755934 -0.819178 0.097 0.173 0.055 0.7574
C 0.515579 -1.433870 -0.238794 -0.124 -0.017 -0.130 -0.7172
C -0.368761 -2.913722 -2.053205 -0.024 -0.180 -0.055 -1.0280
H 1.487750 -3.621098 0.656757 -0.048 -0.007 0.027 0.3804
H -0.472836 -1.024916 -0.018355 0.026 0.050 0.035 0.4489
H 1.031045 -0.772628 -0.939469 -0.028 0.033 0.007 0.2663
H 1.090067 -1.496119 0.684389 0.010 -0.055 0.010 -0.1663
H -1.201309 -3.594021 -1.885894 -0.053 0.061 -0.105 0.2006
H 0.274375 -3.337094 -2.825218 -0.015 0.041 -0.031 0.2725
H -0.740971 -1.949104 -2.383071 0.027 0.038 0.045 0.3555
C 4.890882 -5.913904 -2.135723 -0.032 0.060 -0.042 0.1468
O 5.970801 -5.771681 -2.685196 0.009 -0.005 -0.036 -0.6540
N 4.337920 -7.090533 -1.805297 -0.090 -0.011 0.117 0.1783
C 3.035365 -7.159894 -1.163359 0.290 -0.103 -0.110 -0.1025
C 5.058873 -8.317807 -2.102202 0.057 0.142 -0.069 -1.0152
H 4.254231 -5.052834 -1.863975 -0.018 -0.013 0.022 0.2714
H 3.118637 -7.658659 -0.195592 -0.062 -0.031 -0.021 0.0791
H 2.343295 -7.721096 -1.793641 -0.086 0.011 0.077 0.3003
H 2.640317 -6.159519 -1.016918 -0.073 -0.049 -0.005 -0.2020
H 6.021242 -8.318305 -1.590837 0.013 -0.076 -0.021 0.3073
H 5.242331 -8.394156 -3.175021 0.032 -0.026 0.010 0.3115
H 4.474396 -9.169409 -1.766670 -0.006 0.017 0.069 0.3796
C -1.255730 4.954314 -1.994300 0.069 -0.171 0.232 0.4484
O -0.543976 5.853889 -1.585180 0.021 0.039 -0.020 -0.6842
N -1.667424 4.821467 -3.268036 -0.090 -0.061 -0.076 0.0895
C -2.503447 3.715971 -3.691885 0.090 0.171 -0.070 -0.8408
C -1.251555 5.817797 -4.239697 0.081 -0.014 0.147 -0.9669
H -1.616888 4.146393 -1.335633 -0.032 -0.008 -0.035 0.1073
H -1.994576 3.132224 -4.462235 -0.050 -0.058 0.006 0.2278
H -3.446507 4.089245 -4.096716 -0.026 -0.071 -0.009 0.3727
H -2.716120 3.066521 -2.845486 0.030 0.002 0.027 0.2991
H -0.162428 5.849962 -4.299558 -0.002 0.044 -0.027 0.2366
H -1.602592 6.805457 -3.939289 0.028 0.025 -0.047 0.3079
H -1.662678 5.567495 -5.214664 -0.026 -0.035 0.005 0.4056
C 2.462892 3.149469 -3.734776 0.041 -0.080 0.150 0.3162
O 3.118375 4.096552 -3.338161 0.010 0.109 -0.084 -0.6692
N 2.067445 2.974885 -5.008995 -0.118 -0.083 -0.014 0.1779
C 1.302608 1.808275 -5.405498 0.057 0.198 -0.036 -0.8204
C 2.424799 3.978029 -5.995611 0.049 -0.002 0.164 -1.0253
H 2.136299 2.335125 -3.064776 -0.025 0.010 -0.020 0.2347
H 1.851122 1.242025 -6.161848 -0.074 -0.069 0.000 0.4173
H 0.336462 2.108610 -5.819580 0.001 -0.055 -0.021 0.3176
H 1.140888 1.169408 -4.540513 0.003 -0.062 -0.036 0.0979
H 3.509188 4.077523 -6.055388 -0.006 0.049 -0.040 0.3053
H 2.012591 4.947674 -5.712899 0.034 0.028 -0.048 0.2638
H 2.033073 3.686023 -6.966735 -0.022 -0.036 0.003 0.4196
C -5.891796 6.365090 2.414486 0.019 -0.140 0.079 0.8280
O -6.970442 5.799186 2.428511 -0.013 0.063 0.015 -0.6763
N -5.724818 7.694544 2.290859 0.105 0.115 -0.003 0.0976
C -4.406922 8.301226 2.293417 -0.183 0.052 -0.038 -0.7868
C -6.900156 8.536324 2.153391 0.006 -0.173 0.018 -0.9850
H -4.935939 5.823571 2.509383 -0.159 0.218 0.001 -0.3904
H -4.318167 9.007045 3.121625 0.085 -0.001 -0.007 0.3304
H -4.234588 8.832608 1.355017 0.065 0.015 0.017 0.3758
H -3.645865 7.532474 2.408947 -0.015 -0.025 0.045 0.1464
H -7.549157 8.420367 3.022313 -0.045 0.036 -0.025 0.2980
H -7.467351 8.247922 1.267812 -0.045 0.039 0.015 0.2857
H -6.593422 9.575492 2.065530 0.042 0.001 0.002 0.3921
C 4.623213 -8.977269 1.886571 0.098 0.049 -0.097 0.1123
O 4.607006 -9.898543 1.092864 -0.059 -0.020 -0.007 -0.6078
N 3.876355 -8.917652 3.004684 -0.013 0.099 0.105 0.1220
C 3.935541 -7.789959 3.913297 -0.107 -0.189 -0.022 -0.9265
C 2.983266 -10.024959 3.301632 0.092 0.000 -0.134 -0.9560
H 5.266467 -8.090994 1.747144 -0.008 0.003 0.020 0.3094
H 4.251498 -8.120371 4.904796 0.006 0.074 0.024 0.3456
H 2.953930 -7.318956 3.994374 0.030 0.059 0.040 0.3366
H 4.647574 -7.054286 3.545788 0.014 -0.007 -0.029 0.2993
H 3.552230 -10.950006 3.397387 -0.048 -0.029 0.007 0.2957
H 2.263114 -10.152503 2.492948 -0.022 -0.044 0.026 0.2890
H 2.454956 -9.825488 4.230287 0.013 0.039 0.014 0.3884
C 2.928589 -1.441000 -3.585512 0.006 -0.010 0.178 0.1384
O 1.813526 -0.942080 -3.599023 -0.005 0.019 -0.046 -0.6298
N 3.440948 -2.201122 -4.563481 0.099 -0.015 -0.012 0.2016
C 4.773523 -2.776348 -4.477197 -0.168 -0.047 -0.147 -1.0556
C 2.630494 -2.459128 -5.741970 -0.057 0.080 0.137 -0.8993
H 3.617780 -1.308482 -2.734998 0.012 0.008 -0.012 0.3359
H 5.390458 -2.416123 -5.302305 0.053 -0.022 0.030 0.3707
H 4.719791 -3.864784 -4.523476 0.102 0.005 0.046 0.4047
H 5.242157 -2.492216 -3.538108 -0.015 -0.009 0.024 0.2921
H 2.371905 -1.520011 -6.232531 -0.029 -0.028 -0.042 0.2035
H 1.704244 -2.959468 -5.457946 -0.019 -0.002 -0.054 0.2806
H 3.185635 -3.088303 -6.432228 0.039 -0.010 0.020 0.3951
C -3.077877 -4.411512 -0.151983 0.516 -0.034 0.054 0.3982
O -3.165491 -3.201139 -0.067329 -0.260 0.033 -0.008 -0.6847
N -4.109209 -5.274203 -0.181041 -0.129 -0.032 0.002 0.0819
C -3.909146 -6.705104 -0.289841 -0.150 0.137 0.021 -0.8846
C -5.461173 -4.745861 -0.100345 0.140 0.095 -0.002 -0.9507
H -2.094149 -4.911585 -0.211055 -0.049 -0.074 -0.016 0.1046
H -4.391251 -7.085768 -1.192593 0.030 -0.071 0.011 0.3338
H -4.334939 -7.212625 0.578245 0.028 -0.069 -0.024 0.3314
H -2.845406 -6.927330 -0.340043 0.020 0.032 -0.002 0.2888
H -5.647712 -4.064451 -0.930871 -0.052 0.011 0.020 0.2821
H -5.591833 -4.190530 0.828813 -0.052 0.013 -0.015 0.2996
H -6.174171 -5.565446 -0.136426 0.021 -0.036 -0.003 0.3809
```
Positions in Å, forces in eV/Å.

***

(2)
The following is a DFT calculation (ωB97M-V with the def2-TZVPD basis set) of C25H18F3NO5PRhS2 as an isolated structure in a non-equilibrium geometry.

As for the gap between HOMO and LUMO: 7.58 eV. The total charge is 0. The calculated total energy comes out at -80066.643 eV. The LUMO energy comes out at -0.5 eV. Its energy above the lowest of the compared OMol25 structures with the same formula, charge and spin is 22.30 kcal/mol. For the largest force on an atom, the calculation gives 1.421 eV/A.

Geometry as XYZ:
```
56
Properties=species:S:1:pos:R:3:forces:R:3:mulliken_charge:R:1
Rh 0.204623 -0.124865 0.354761 -0.531 1.272 -0.345 0.6197
O 2.262349 0.163262 0.588285 0.255 -0.767 0.456 -0.6511
S 2.587197 0.733815 -0.746149 -0.204 -0.029 -0.320 1.3048
O 3.847035 0.364376 -1.295851 0.012 0.055 -0.031 -0.7022
O 1.378603 0.452994 -1.560059 0.177 0.155 -0.186 -0.6259
C 2.633790 2.483431 -0.404647 -0.044 -0.094 -0.041 -0.0576
C 3.822931 3.164865 -0.592204 -0.031 0.038 -0.042 -0.5397
C 3.906796 4.502100 -0.228694 -0.027 0.023 0.012 -0.6191
C 2.813594 5.139664 0.336986 0.053 0.007 -0.016 -0.7375
C 1.625429 4.449742 0.531639 -0.033 -0.071 0.032 -0.4929
C 1.516667 3.117536 0.150484 0.131 -0.067 0.143 -0.0403
P -0.044006 2.196510 0.295251 0.176 -0.248 -0.155 2.0826
C -0.867243 2.691821 -1.260163 0.023 0.167 0.079 0.7802
C -1.112173 1.793904 -2.293887 0.012 -0.041 0.004 -0.7715
C -1.677427 2.230574 -3.483426 -0.015 0.014 -0.014 -0.9188
C -1.997801 3.567875 -3.656613 0.010 -0.016 -0.018 -0.6202
C -1.733279 4.477467 -2.642236 0.022 -0.007 0.025 -0.8158
C -1.162065 4.042160 -1.457894 -0.043 0.015 -0.009 -0.2457
C -0.973074 2.945606 1.650617 0.058 0.126 -0.049 0.7539
C -2.255694 3.465404 1.496906 -0.073 -0.160 0.009 -0.6037
C -2.958098 3.921991 2.603184 0.000 0.004 0.020 -0.8168
C -2.382226 3.867890 3.863254 -0.002 0.006 -0.006 -0.5295
C -1.101441 3.355420 4.021380 0.015 -0.014 0.010 -0.6865
C -0.400683 2.888233 2.922593 0.007 0.086 -0.004 -0.8081
H 4.670420 2.640438 -1.010686 -0.005 -0.013 -0.006 0.5775
H 4.833438 5.040221 -0.375949 0.003 0.006 0.002 0.4001
H 2.884702 6.177585 0.634120 0.002 0.002 0.005 0.4204
H 0.783176 4.946559 0.997822 -0.002 0.004 -0.007 0.4079
H -0.833999 0.754393 -2.195501 0.033 0.009 0.016 0.7475
H -1.851955 1.520456 -4.280984 -0.005 0.000 -0.003 0.4509
H -2.435842 3.904681 -4.587048 -0.004 0.002 -0.001 0.4014
H -1.960070 5.527020 -2.775366 -0.002 0.001 -0.004 0.4558
H -0.941374 4.766115 -0.683389 -0.015 -0.003 0.012 0.3669
H -2.724204 3.489471 0.522140 0.013 0.012 -0.015 0.4461
H -3.959107 4.313468 2.478454 -0.004 0.002 -0.002 0.4239
H -2.933897 4.216723 4.726167 -0.006 0.002 0.003 0.4075
H -0.654107 3.300015 5.004732 -0.002 0.004 0.004 0.4285
H 0.588738 2.468374 3.053858 0.009 0.004 -0.010 0.4794
F -4.042691 -1.260649 4.297263 0.016 0.017 -0.011 -0.2692
C -3.423324 -0.122429 3.942128 -0.005 -0.031 0.019 0.6098
F -2.283912 -0.048088 4.635838 -0.016 0.006 -0.018 -0.2468
F -4.214260 0.889550 4.361612 0.005 -0.012 -0.011 -0.2530
C -3.215935 -0.048662 2.455523 0.050 0.006 -0.026 0.1054
C -4.322874 0.121554 1.648798 0.025 0.018 -0.093 -0.4852
C -4.177159 0.194357 0.268130 -0.020 0.001 0.108 -1.2134
C -2.909847 0.113178 -0.265874 0.031 -0.130 -0.174 -0.5975
N -1.829712 -0.035518 0.498884 -0.333 -0.437 0.752 0.2000
C -1.956600 -0.145942 1.854260 0.048 0.010 -0.092 1.0162
S -0.384491 -0.374624 2.518084 -0.289 0.140 0.044 -0.2540
H -5.303509 0.200161 2.100800 0.000 -0.004 0.004 0.4877
H -5.026974 0.311385 -0.386736 -0.015 0.003 0.012 0.4669
H -2.755881 0.166273 -1.332356 0.048 -0.026 0.000 0.6229
O -0.867544 -3.238953 1.471819 0.001 -0.034 -0.091 -0.5339
C -0.363071 -3.132665 0.371316 -0.242 -0.065 0.195 -0.0991
O 0.069480 -2.065468 -0.210146 0.729 0.060 -0.213 -0.6285
H -0.248320 -4.012250 -0.291628 0.004 -0.011 0.044 0.3997
```
Positions in Å, forces in eV/Å.

***

(3)
The following is a DFT calculation (ωB97M-V with the def2-TZVPD basis set) of a 2-piece molecular cluster, CH2BrN2O3 overall in a non-equilibrium geometry.

As for the gap between HOMO and LUMO (spin up / spin down): 7.35 / 7.35 eV. The total charge is +1. The calculated total energy comes out at -80216.449 eV. The LUMO energy (spin up / spin down) comes out at -7.4 / -7.4 eV. Its energy above the lowest of the compared OMol25 structures with the same formula, charge and spin is 106.46 kcal/mol. For the largest force on an atom, the calculation gives 4.915 eV/A.

Geometry as XYZ:
```
9
Properties=species:S:1:pos:R:3:forces:R:3:mulliken_charge:R:1
C 0.708398 -0.071526 0.128631 -4.073 2.561 1.010 0.2874
N 1.347049 -1.225784 -0.117513 1.594 1.572 -1.079 0.8010
N -1.437957 -0.077725 -0.012407 2.448 -1.934 -0.541 -0.1654
O 2.074468 -1.808411 -0.793679 -0.131 -1.256 0.255 -0.3301
O 0.957968 -1.133899 1.130583 0.320 -2.232 1.254 -0.1727
O -1.675281 0.657461 -1.024881 -0.623 1.897 -0.519 -0.1591
Br 1.318835 1.639353 0.628181 0.322 -0.623 -0.791 0.0665
H -1.613070 0.389141 0.867068 0.299 0.795 0.656 0.2997
H -1.680412 1.631392 -0.805983 -0.156 -0.781 -0.246 0.3727
```
Positions in Å, forces in eV/Å.